(1)
{"formula": "C5H4S", "method": "wB97M-V/def2-TZVPD", "energy_ev": -16080.4486, "smiles": "C#CC(S)C#C", "orbital_gap_ev": 10.177, "homo_ha": -0.3458, "multiplicity": 1, "species": ["C", "C", "C", "S", "C", "C", "H", "H", "H", "H"], "xyz": [[0.826, -2.478, -0.431], [0.299, -1.390, -0.177], [-0.331, -0.223, 0.462], [-1.117, 0.788, -0.882], [0.593, 0.735, 1.087], [1.456, 1.557, 1.325], [1.401, -3.344, -0.758], [-1.104, -0.534, 1.194], [-1.609, -0.298, -1.620], [2.126, 2.366, 1.696]], "forces_ev_per_a": [[-0.79, 2.49, 0.10], [1.58, -3.06, 0.56], [-0.47, 0.24, -0.39], [-0.73, -1.01, -0.70], [1.59, 0.62, -0.22], [-0.45, 0.28, 0.73], [-0.65, 0.70, 0.26], [0.42, 0.03, -0.49], [0.44, 1.05, 0.80], [-0.94, -1.34, -0.66]]}

---

(2)
{"formula": "C5H56FNNbO22", "method": "wB97M-V/def2-TZVPD", "energy_ev": -56891.5167, "orbital_gap_ev": 6.475, "homo_ha": -0.1801, "charge": -1, "multiplicity": 1, "species": ["C", "C", "O", "N", "C", "Nb", "C", "C", "F", "H", "H", "H", "H", "H", "H", "H", "H", "H", "H", "H", "H", "H", "H", "O", "H", "H", "O", "H", "H", "O", "H", "H", "O", "H", "H", "O", "H", "H", "O", "H", "H", "O", "H", "H", "O", "H", "H", "O", "H", "H", "O", "H", "H", "O", "H", "H", "O", "H", "H", "O", "H", "H", "O", "H", "H", "O", "H", "H", "O", "H", "H", "O", "H", "H", "O", "H", "H", "O", "H", "H", "O", "H", "H", "O", "H", "H"], "xyz": [[2.471, 0.764, 1.558], [1.292, 1.162, 2.581], [1.533, 0.911, 3.787], [0.031, 1.718, 2.123], [0.158, 3.135, 1.676], [-1.554, 1.395, 3.537], [-2.802, 0.537, 1.775], [-3.755, 1.724, 1.282], [-4.845, 1.267, 0.421], [2.155, 1.188, 0.543], [2.452, -0.377, 1.534], [3.471, 1.163, 1.897], [0.331, 3.886, 2.507], [1.070, 3.178, 0.975], [-0.746, 3.476, 1.068], [-0.873, -0.302, 3.782], [-0.560, 1.963, 4.943], [-2.291, 3.061, 3.265], [-2.918, 0.951, 4.648], [-2.035, 0.288, 0.966], [-3.395, -0.376, 2.106], [-3.078, 2.478, 0.749], [-4.200, 2.186, 2.228], [-0.118, 4.766, -0.971], [-0.443, 5.674, -0.964], [-0.248, 4.477, -1.885], [3.879, -1.038, -0.212], [3.612, -1.811, 0.303], [4.759, -0.823, 0.130], [5.583, -3.038, -1.420], [4.872, -2.398, -1.269], [6.258, -2.530, -1.883], [-3.155, -2.378, 3.287], [-4.064, -2.620, 3.498], [-2.683, -3.221, 3.285], [-0.593, -2.331, 1.338], [-0.615, -1.963, 0.446], [-1.487, -2.174, 1.678], [1.003, -2.429, -1.784], [0.729, -3.205, -1.275], [1.877, -2.216, -1.431], [2.101, -4.079, -4.393], [1.699, -3.376, -3.870], [1.614, -4.058, -5.226], [1.195, -2.407, 3.781], [0.793, -1.703, 4.309], [0.701, -2.380, 2.949], [-5.105, -2.444, 1.503], [-5.812, -1.802, 1.648], [-4.421, -1.939, 1.046], [-6.902, 0.292, 2.890], [-6.288, 0.621, 2.217], [-6.591, 0.699, 3.707], [-1.371, 4.715, -3.805], [-1.390, 5.075, -4.699], [-2.266, 4.878, -3.466], [7.085, -0.939, -0.453], [7.671, -0.257, -0.102], [7.613, -1.745, -0.412], [-3.193, 5.669, -1.646], [-2.425, 5.344, -1.156], [-3.918, 5.110, -1.339], [7.656, -5.487, -0.727], [7.881, -5.356, 0.201], [6.890, -4.914, -0.864], [-2.042, 1.677, -3.909], [-1.825, 2.618, -3.850], [-1.206, 1.233, -3.728], [-1.602, -3.753, -3.042], [-1.876, -4.527, -2.537], [-0.730, -3.539, -2.689], [1.006, -2.340, -6.616], [0.300, -1.699, -6.474], [1.691, -1.837, -7.077], [-1.339, 5.323, 4.012], [-1.841, 5.896, 3.419], [-1.036, 5.917, 4.710], [3.385, -3.304, -8.294], [4.152, -3.625, -7.805], [2.662, -3.865, -7.989], [2.056, -6.106, -2.123], [2.503, -6.944, -2.284], [1.990, -5.702, -3.000], [-3.414, 6.644, 5.259], [-4.197, 6.492, 5.801], [-2.932, 5.805, 5.303]], "forces_ev_per_a": [[-2.04, 0.54, -0.20], [1.28, -0.30, 1.84], [-0.84, 0.54, -3.11], [1.40, 0.09, 2.00], [0.83, 0.34, -1.46], [1.82, -0.26, -1.58], [-1.33, 0.51, -0.94], [1.54, -1.06, 1.46], [0.78, 0.57, 0.57], [0.84, -0.79, 1.18], [0.07, 1.76, 0.10], [-1.24, -0.52, -0.31], [-0.27, -0.96, -0.74], [-1.26, 0.26, 0.80], [1.24, -0.65, 0.92], [-0.46, -0.27, 0.05], [-0.46, 0.16, 0.61], [-0.58, 0.09, -0.13], [-0.12, -0.08, 0.25], [-1.11, 0.13, 0.96], [0.71, 1.22, -0.44], [-1.41, -0.84, 0.42], [0.12, -0.39, -1.66], [-0.36, 0.16, -0.21], [0.32, 0.02, -0.04], [0.05, 0.10, 0.00], [0.24, -0.62, -0.37], [0.00, 0.20, 0.23], [0.00, 0.03, -0.07], [0.23, -0.38, -0.20], [0.05, 0.08, 0.05], [-0.20, 0.01, -0.07], [0.56, -0.42, 0.35], [-0.02, 0.12, -0.37], [0.00, 0.09, 0.18], [-0.18, -0.21, -0.32], [0.07, 0.13, 0.13], [0.11, 0.22, 0.21], [-0.04, -0.28, 0.03], [0.19, 0.05, 0.11], [-0.05, 0.13, -0.09], [-0.06, -0.33, -0.01], [0.02, 0.09, 0.11], [0.00, 0.22, 0.08], [0.04, -0.14, 0.00], [0.04, 0.09, -0.21], [-0.10, 0.11, 0.07], [-0.59, 0.05, -0.32], [0.05, -0.04, 0.00], [0.00, 0.01, 0.17], [0.15, 0.08, -0.12], [-0.04, 0.02, 0.00], [0.06, -0.12, -0.06], [-0.27, -0.11, -0.16], [0.14, -0.07, 0.07], [0.07, 0.19, 0.29], [0.34, 0.22, 0.15], [-0.10, 0.01, -0.08], [-0.19, -0.02, 0.12], [0.04, -0.22, -0.09], [-0.11, -0.11, 0.04], [0.04, 0.07, 0.01], [0.04, 0.19, 0.14], [-0.04, -0.08, -0.09], [-0.14, 0.02, -0.08], [0.16, 0.07, -0.08], [0.05, 0.01, -0.03], [-0.14, -0.03, 0.07], [0.12, -0.16, 0.14], [-0.03, 0.08, -0.08], [-0.11, 0.13, -0.19], [-0.04, 0.26, -0.15], [-0.04, -0.19, 0.07], [0.10, -0.21, 0.04], [0.17, 0.31, 0.20], [-0.01, -0.11, 0.02], [0.19, 0.00, -0.18], [-0.01, -0.12, 0.12], [-0.06, 0.09, -0.03], [0.00, 0.10, -0.04], [-0.06, -0.15, -0.16], [-0.03, 0.09, 0.12], [0.08, 0.26, -0.02], [-0.18, -0.07, 0.35], [0.05, 0.09, -0.08], [-0.09, -0.05, -0.26]]}

---

(3)
{"formula": "C5H5AgO6", "method": "wB97M-V/def2-TZVPD", "energy_ev": -21539.0395, "orbital_gap_ev": [8.591, 7.389], "homo_ha": [-0.5232, -0.5201], "s2": 0.7580, "charge": 1, "multiplicity": 2, "species": ["C", "C", "O", "O", "H", "H", "C", "C", "O", "C", "O", "O", "O", "H", "H", "Ag", "H"], "xyz": [[-3.418, 1.327, 0.432], [-1.842, 1.628, 0.277], [-1.590, 2.165, -0.874], [-3.874, 1.096, 1.498], [-3.975, 1.388, -0.525], [-1.728, 2.324, 1.141], [1.237, -0.741, -0.523], [1.265, -2.100, 0.142], [2.534, -2.114, 0.782], [3.189, -0.984, 0.571], [2.367, -0.109, -0.112], [4.333, -0.767, 0.784], [0.819, -0.491, -1.643], [1.200, -2.917, -0.587], [0.460, -2.187, 0.882], [0.177, 1.852, -2.730], [-1.155, 0.630, 0.486]], "forces_ev_per_a": [[-0.71, -0.35, 0.53], [2.46, -2.08, 1.11], [0.44, 0.56, -1.20], [0.26, 0.02, -0.70], [0.09, 0.00, 0.27], [-0.10, -0.10, -0.34], [2.84, -1.35, -3.15], [-0.94, 0.08, 0.75], [-0.54, -0.63, 0.33], [1.70, -0.02, -0.14], [-0.93, 1.22, 0.23], [-1.05, 0.06, 0.20], [-1.44, 0.94, 1.52], [-0.03, 0.38, 0.08], [0.21, -0.23, -0.04], [-0.27, -0.46, 0.70], [-1.99, 1.95, -0.16]]}

---

(4)
{"formula": "C5H5AlClF4NS", "method": "wB97M-V/def2-TZVPD", "energy_ev": -47578.7105, "orbital_gap_ev": 6.820, "homo_ha": -0.3894, "multiplicity": 1, "species": ["Cl", "S", "C", "C", "C", "C", "C", "N", "H", "H", "H", "H", "H", "F", "Al", "F", "F", "F"], "xyz": [[-0.282, -0.975, 3.489], [-1.282, -1.447, 1.675], [0.081, -1.190, 0.361], [1.034, 0.120, 0.507], [2.285, 0.543, -0.500], [2.475, -0.593, -1.714], [1.440, -1.849, -1.665], [0.309, -2.161, -0.746], [-1.627, -2.809, 1.630], [0.808, 0.847, 1.420], [2.967, 1.484, -0.369], [3.320, -0.465, -2.539], [1.624, -2.664, -2.520], [-3.788, 3.592, 0.421], [-2.630, 2.232, 0.194], [-1.218, 2.457, 1.289], [-2.065, 2.203, -1.516], [-3.449, 0.675, 0.583]], "forces_ev_per_a": [[-0.80, -1.07, -1.61], [1.19, 1.44, -0.78], [4.96, 1.32, -3.43], [0.30, -0.52, -0.89], [-3.21, -5.55, -1.28], [-2.93, 0.78, 3.97], [0.09, 1.49, 0.90], [3.02, 4.06, 1.00], [1.17, 0.73, 0.17], [0.42, -1.61, -2.28], [-1.70, -2.01, -0.12], [-2.15, -0.53, 1.97], [-0.75, 1.96, 2.25], [1.61, -1.91, -0.22], [-0.57, 0.87, -0.52], [-1.36, -0.70, -1.12], [-0.56, -0.16, 2.28], [1.28, 1.42, -0.28]]}